Version one
Computed, not measured: H2N3O2S as an isolated structure, with ωB97M-V with the def2-TZVPD basis set.

```
8
Properties=species:S:1:pos:R:3
S 0.8608 0.1948 0.7038
O -3.3361 0.2183 1.6923
O -1.3798 -0.8438 1.8668
N -0.5881 0.4776 -0.2520
N -2.1949 0.0261 1.3026
N -1.7788 0.6908 0.3267
H -0.2317 -0.5765 1.6006
H -0.5543 1.2791 -0.8137
```

M	108.10	g/mol
HOMO energy	-3.0	eV
2S+1	1
net charge	-1
LUMO level	0.147	hartree
gap between HOMO and LUMO	6.97	eV

---

Version two
Computed, not measured: a 2-piece molecular cluster, H2N3O2S overall, with ωB97M-V with the def2-TZVPD basis set.

```
8
Properties=species:S:1:pos:R:3
S 2.1905 -1.0008 0.7954
O -1.6798 -0.3811 -0.7282
O 0.6287 0.0192 -2.2651
N -0.4343 0.4304 0.9174
N -0.4790 -0.0263 -0.3995
N 0.4944 0.3448 -1.1094
H 0.4469 0.5818 1.3427
H -1.1673 0.0320 1.4468
```

M	108.10	g/mol
HOMO energy (alpha / beta)	-3.3 / -3.4	eV
2S+1	1
net charge	-1
LUMO level (alpha / beta)	0.069 / 0.067	hartree
gap between HOMO and LUMO (alpha / beta)	5.21 / 5.21	eV

---

Quick one: most stable of them? version one

---

Version one
Computed, not measured: a 2-piece molecular cluster, C2H10N2P overall, with ωB97M-V with the def2-TZVPD basis set.

```
15
Properties=species:S:1:pos:R:3
P 0.9560 1.1481 0.4565
N -1.7005 1.4962 -0.1556
N -0.9636 -0.5274 0.8647
C -0.6748 0.5569 -0.0366
C 2.0354 -0.1580 0.2968
H 1.0524 2.2680 -0.3206
H 3.0051 0.0068 -0.1684
H -1.0353 -0.1731 1.8234
H 0.3509 -1.7776 -1.8621
H -0.0867 -1.6231 -1.3072
H -0.2219 -1.2801 0.9886
H 1.9338 -0.8554 1.1099
H -1.5269 2.1890 -0.8586
H -1.8792 -0.9786 0.6044
H -2.6127 1.5631 0.2812
```

M	93.09	g/mol
HOMO energy (alpha / beta)	-12.2 / -11.9	eV
2S+1	1
net charge	+1
LUMO level (alpha / beta)	-0.168 / -0.174	hartree
gap between HOMO and LUMO (alpha / beta)	7.57 / 7.20	eV

---

Version two
Computed, not measured: an isolated ion of composition C2H10N2P and charge +1, with ωB97M-V with the def2-TZVPD basis set.

```
15
Properties=species:S:1:pos:R:3
P 0.1412 0.0165 -0.5212
N 0.2768 -0.7470 -1.8125
N -0.6671 -1.4982 0.6750
C 1.7177 0.3374 0.4136
C -0.9799 1.3933 -0.1142
H 1.7175 1.4200 0.4861
H 1.6379 -0.0342 1.4540
H -0.7894 1.5669 0.9796
H 2.6434 -0.1835 0.0401
H -0.2617 -0.4825 -2.6312
H -0.6064 -1.9256 1.5034
H -0.2580 -2.0428 -0.0298
H -2.0069 1.0052 -0.3480
H -0.9487 2.4105 -0.6606
H -1.6165 -1.2361 0.5656
```

M	93.09	g/mol
HOMO energy	-14.8	eV
2S+1	1
net charge	+1
LUMO level	-0.131	hartree
gap between HOMO and LUMO	11.27	eV

---

Quick one: most stable of them? version two

---

Version one
Computed, not measured: a 2-piece molecular cluster, C3H8NOP overall, with ωB97M-V with the def2-TZVPD basis set.

```
14
Properties=species:S:1:pos:R:3
P -0.2923 -1.5027 0.1735
O -1.1278 -0.5962 -0.8160
N 1.1963 -0.9166 -0.4106
C -2.4164 -0.2309 -0.2611
C 1.6678 0.4910 -0.3181
C 2.5217 -0.7971 -0.1065
H -3.3282 -0.7153 -0.6714
H -2.5827 0.8433 -0.4710
H -2.2827 -0.3439 0.8161
H 1.2187 1.0173 0.5241
H 3.2871 -1.1474 -0.8054
H 1.8217 1.0555 -1.1722
H -0.4700 0.5995 2.0263
H 2.9523 -0.9306 0.8778
```

M	105.08	g/mol
HOMO energy (alpha / beta)	-7.0 / -9.0	eV
2S+1	1
LUMO level (alpha / beta)	-0.020 / -0.005	hartree
gap between HOMO and LUMO (alpha / beta)	6.50 / 8.88	eV

---

Version two
Computed, not measured: a 2-piece molecular cluster, C3H8NOP overall, with ωB97M-V with the def2-TZVPD basis set.

```
14
Properties=species:S:1:pos:R:3
P -1.1505 -1.4031 0.6204
O 2.2118 0.5811 -1.3433
N 3.0642 -0.1315 0.6572
C -0.5076 0.1952 -1.5091
C -0.4788 0.1427 -0.0457
C 2.1184 0.1207 -0.2348
H 0.5056 0.3840 -1.8186
H 2.7379 -0.4382 1.4987
H -0.8258 -0.7084 -1.9745
H -0.9829 1.0411 -1.9314
H 0.0898 -2.0256 0.6359
H -0.6285 0.9777 0.5383
H 4.0461 0.1808 0.4907
H -1.1162 -1.2886 1.9746
```

M	105.08	g/mol
HOMO energy (alpha / beta)	-7.9 / -7.5	eV
2S+1	1
LUMO level (alpha / beta)	0.009 / -0.004	hartree
gap between HOMO and LUMO (alpha / beta)	8.20 / 7.43	eV

---

Quick one: most stable of them? version two

---

Version one
Computed, not measured: a 2-piece molecular cluster, C3H8NOP overall, with ωB97M-V with the def2-TZVPD basis set.

```
14
Properties=species:S:1:pos:R:3
P -1.3341 1.0892 0.2079
O -1.0091 0.5517 -1.3597
N -2.7022 0.0729 0.5053
C -0.1886 -0.0832 -0.4579
C 0.0845 -1.5297 -0.4548
C 2.1434 1.7876 -0.0051
H 2.8011 1.1971 -0.6057
H 1.6646 2.6383 -0.4345
H -3.0902 0.2198 1.4305
H 2.1605 1.6705 1.0568
H -3.4348 0.2213 -0.1845
H 0.9090 -1.7553 0.2189
H -0.8029 -2.0759 -0.1161
H 0.3333 -1.8626 -1.4617
```

M	105.08	g/mol
HOMO energy (alpha / beta)	-8.4 / -7.4	eV
2S+1	1
LUMO level (alpha / beta)	0.026 / 0.022	hartree
gap between HOMO and LUMO (alpha / beta)	9.10 / 8.02	eV

---

Version two
Computed, not measured: the molecule C3H8NOP, with ωB97M-V with the def2-TZVPD basis set.

```
14
Properties=species:S:1:pos:R:3
P 1.8016 -0.4075 -0.1301
O -1.2022 -1.2949 -0.5692
N 3.0703 0.3825 0.3533
C 0.2943 0.4762 0.3324
C -0.9434 -0.0399 -0.0165
C -2.2355 0.7776 0.1935
H 1.6048 -0.4066 -1.5225
H -3.0980 -0.0451 0.2884
H -0.4864 -1.9070 -0.7428
H 4.0439 -0.0414 0.3954
H -2.4890 1.4265 -0.6190
H 0.3320 1.4240 0.7862
H 1.6633 -1.7448 0.1787
H -2.3558 1.4005 1.0723
```

M	105.08	g/mol
HOMO energy	-8.7	eV
2S+1	1
LUMO level	0.022	hartree
gap between HOMO and LUMO	9.29	eV

---

Quick one: most stable of them? version two

---

Version one
Computed, not measured: a 2-piece molecular cluster, C3H3FN2 overall, with ωB97M-V with the def2-TZVPD basis set.

```
9
Properties=species:S:1:pos:R:3
F 4.6710 0.1827 0.0854
N 2.0223 -0.8056 0.0582
N -0.3828 -0.2327 0.0394
C -1.5694 0.1052 0.0453
C -2.9127 0.4836 0.0388
C 0.9422 -0.4742 0.0804
H -3.2622 0.0514 1.0572
H -3.4652 0.6137 -0.8499
H 3.9566 0.0759 -0.5549
```

M	86.07	g/mol
HOMO energy	-9.5	eV
2S+1	1
LUMO level	-0.013	hartree
gap between HOMO and LUMO	9.12	eV

---

Version two
Computed, not measured: the molecule C3H3FN2, with ωB97M-V with the def2-TZVPD basis set.

```
9
Properties=species:S:1:pos:R:3
F -3.2383 -0.0812 0.0814
N -0.0999 1.9153 0.0426
N 0.6012 1.0179 -0.0062
C 0.4672 -0.2466 0.1834
C -1.9967 0.0561 -0.0910
C -0.9598 -0.7366 0.0662
H -1.9086 0.9876 -0.3012
H 1.1729 -1.0845 0.2273
H -0.9658 -1.8019 -0.2946
```

M	86.07	g/mol
HOMO energy (alpha / beta)	-8.1 / -8.1	eV
2S+1	1
LUMO level (alpha / beta)	-0.005 / -0.005	hartree
gap between HOMO and LUMO (alpha / beta)	7.98 / 7.98	eV

---

Quick one: most stable of them? version one